{"formula": "C36H47IrN5P2", "method": "ωB97M-V with the def2-TZVPD basis set", "energy_ha": -2459.8027, "relative_energy_kcal_mol": 41.8, "multiplicity": 6, "charge": 2, "lumo_energy_ev": [-6.10, -8.28], "orbital_gap_ha": [0.2140, 0.1629], "fmax_ev_per_a": 4.0, "elements": ["Ir", "C", "C", "C", "C", "C", "C", "C", "C", "C", "H", "H", "H", "H", "H", "H", "H", "H", "H", "H", "H", "H", "H", "H", "H", "P", "P", "N", "N", "N", "N", "C", "C", "C", "C", "C", "C", "C", "C", "C", "C", "C", "C", "C", "C", "C", "C", "C", "C", "H", "H", "H", "H", "H", "H", "H", "H", "H", "H", "H", "H", "H", "H", "H", "H", "H", "H", "H", "H", "C", "N", "C", "C", "C", "C", "C", "C", "C", "C", "H", "H", "H", "H", "H", "H", "H", "H", "H", "H", "H", "H"], "positions_angstrom": [[-0.182, 1.367, -1.443], [-1.888, 1.373, -2.472], [-1.085, 0.210, -2.832], [-0.285, 0.099, -4.110], [0.915, 1.031, -4.237], [1.224, 1.736, -2.942], [0.460, 2.896, -2.521], [-0.675, 3.455, -3.381], [-1.964, 2.618, -3.318], [0.669, 1.684, 0.363], [-2.809, 1.066, -1.946], [-1.478, -0.786, -2.504], [-0.996, 0.191, -4.946], [0.088, -0.926, -4.140], [1.826, 0.491, -4.549], [0.705, 1.717, -5.061], [2.280, 1.748, -2.640], [1.064, 3.669, -2.022], [-0.311, 3.632, -4.405], [-0.946, 4.408, -2.916], [-2.771, 3.264, -2.919], [-2.330, 2.370, -4.333], [-0.044, 1.581, 1.177], [1.067, 2.706, 0.287], [1.487, 0.957, 0.480], [2.812, -1.141, -0.400], [-0.220, -1.094, -0.587], [3.935, -0.108, -1.220], [3.921, -1.919, 0.641], [-3.615, 1.614, 1.142], [-2.305, -1.665, -0.761], [2.216, -2.199, -1.772], [0.633, -2.254, -1.800], [4.197, 1.231, -0.891], [5.444, 1.596, -1.400], [5.972, 0.436, -2.083], [5.044, -0.591, -1.928], [4.049, -1.390, 1.947], [4.841, -2.256, 2.666], [5.137, -3.393, 1.831], [4.535, -3.172, 0.589], [-3.055, 2.852, 1.005], [-3.889, 3.682, 0.228], [-4.966, 2.863, -0.202], [-4.771, 1.599, 0.404], [-3.434, -1.545, -1.568], [-4.624, -1.786, -0.841], [-4.209, -2.124, 0.484], [-2.791, -2.046, 0.478], [2.622, -3.218, -1.643], [2.666, -1.810, -2.703], [0.282, -2.171, -2.846], [0.324, -3.287, -1.545], [3.472, 1.823, -0.372], [5.906, 2.562, -1.276], [6.929, 0.373, -2.584], [4.983, -1.592, -2.307], [3.565, -0.443, 2.186], [5.162, -2.090, 3.690], [5.689, -4.262, 2.118], [4.479, -3.714, -0.351], [-2.100, 3.120, 1.447], [-3.721, 4.737, 0.026], [-5.766, 3.132, -0.878], [-5.418, 0.728, 0.325], [-3.414, -1.295, -2.614], [-5.638, -1.714, -1.230], [-4.861, -2.388, 1.313], [-2.122, -2.227, 1.297], [-3.426, -0.160, 3.582], [-2.212, 0.460, 3.964], [-2.047, 0.814, 5.333], [-1.158, 0.580, 3.008], [-0.250, -0.622, 2.843], [0.370, -1.108, 4.029], [1.020, -2.340, 4.017], [1.027, -3.114, 2.855], [0.506, -2.577, 1.683], [-0.027, -1.299, 1.622], [-4.196, 0.106, 4.304], [-3.346, -1.252, 3.568], [-3.737, 0.177, 2.588], [-1.740, -0.068, 5.917], [-1.300, 1.612, 5.447], [-3.023, 1.140, 5.720], [-1.612, 0.775, 2.039], [-0.546, 1.447, 3.296], [0.284, -0.547, 4.973], [1.502, -2.726, 4.918], [1.468, -4.108, 2.825], [0.523, -3.200, 0.790]]}